# 1
17
Properties=species:S:1:pos:R:3:forces:R:3:mulliken_charge:R:1 method="wB97M-V/def2-TZVPD" relative_energy_kcal_mol=126.14 charge=-1 orbital_gap_ha=0.232
C -0.77186 0.19466 0.25881 3.51 1.11 -2.13 0.214
H -0.44129 2.46047 0.07886 -0.58 -1.19 -0.15 0.307
C -0.33144 1.51150 -0.50941 -0.94 0.36 0.08 -0.624
N -0.61279 -0.97715 -0.57977 -0.94 -0.13 2.92 -0.357
H 0.01955 -2.29002 0.90471 1.27 0.95 -2.10 0.212
H 2.30109 -1.78146 0.36871 1.49 -0.38 2.11 0.235
C 0.37040 -1.96232 -0.21671 -2.27 -2.23 3.40 -0.429
H -1.71576 1.41862 1.76962 0.38 -2.22 -0.63 0.150
S 1.48161 1.56476 -0.85221 -0.58 -0.38 0.43 -0.515
H -0.99703 1.69001 -1.47989 1.43 -0.61 1.69 0.286
H 0.15764 -2.91886 -0.72116 -0.05 0.43 -0.49 0.296
H 1.12297 0.34728 1.03646 -1.58 0.71 -1.37 0.116
H -0.47615 -0.70632 -1.48580 0.43 1.01 -2.79 0.323
C -1.61766 0.28840 1.36092 -3.88 -0.63 2.75 -0.200
H 1.76987 -0.61989 -0.64472 0.40 0.87 -0.16 0.106
N 1.72729 -1.57825 -0.37053 -0.98 -0.43 -2.03 -0.483
O -2.39309 -0.61771 1.88737 2.88 2.75 -1.53 -0.637

---

# 2
101
Properties=species:S:1:pos:R:3:forces:R:3:lowdin_spin:R:1 method="wB97M-V/def2-TZVPD" s_squared=2.020 spin_multiplicity=3 charge=+1 orbital_gap_ha="0.239 / 0.311"
C -3.14962 -5.57008 -0.43101 -0.06 -0.09 0.01 0.000
H -1.11725 -1.67625 2.40197 -0.12 0.09 -0.30 0.000
H 5.02372 -0.34079 -0.35356 -0.20 -0.09 -0.08 0.000
C 0.94980 1.34257 -2.52831 0.39 -0.66 1.32 0.224
C 1.03757 -3.80763 -1.81535 -0.05 0.27 -0.04 0.000
H -0.01323 1.27503 -4.37161 0.12 -0.03 0.04 0.009
C -3.90226 -5.63033 -1.59122 -0.04 -0.06 0.06 0.000
H 2.56295 4.44693 3.65435 0.12 -0.04 -0.05 0.000
C -3.42559 -0.83449 -1.15024 0.09 -0.03 0.37 0.001
H 0.06404 -3.46486 1.07916 0.00 0.15 -0.11 0.000
N 1.12067 1.04100 -1.40947 -0.52 0.90 -4.01 0.048
C -2.62524 0.88734 1.78588 0.19 0.32 0.10 0.001
C -1.84026 -3.76551 -1.35307 -0.08 0.10 -0.02 0.001
H -1.41167 1.78926 -1.78327 -0.08 0.06 -0.07 0.001
H 1.67256 1.82276 -4.41272 -0.11 -0.11 0.03 0.009
C 1.77408 -6.02799 -2.40055 0.08 -0.09 -0.07 0.000
H 4.99204 1.94745 -0.66687 -0.17 -0.04 -0.08 0.001
H 2.92564 -2.59123 0.82960 0.07 0.20 -0.02 0.000
C -1.26126 -1.73199 1.31164 -0.15 0.03 0.13 0.000
H 1.12526 5.17015 4.32422 -0.09 0.12 0.06 0.000
H 4.01177 -0.96222 3.05058 0.00 -0.05 0.07 0.000
H 3.98169 -0.32266 -1.77900 0.07 -0.02 0.20 0.000
H 0.44831 6.76933 2.33590 -0.06 0.14 0.12 0.000
C 4.04811 -0.01561 -0.72814 0.37 0.48 -0.33 0.002
C -2.57740 0.71406 3.16466 0.22 -0.26 -0.08 0.000
H -1.68176 4.85135 3.55311 -0.02 0.20 0.14 0.000
H -4.73569 0.32524 -4.04407 -0.04 -0.02 -0.09 0.000
C -1.44651 4.01279 2.90802 0.47 0.05 -0.27 0.001
C 3.10434 -1.23959 2.51716 -0.28 0.06 -0.13 0.007
H -3.49539 1.14224 5.04855 0.00 -0.05 0.09 0.000
C -4.07188 0.24512 -3.19676 -0.02 0.01 -0.01 0.000
C 3.04626 -5.55297 -2.66635 0.06 -0.08 0.00 0.000
H -3.35290 -6.24645 0.38624 -0.01 -0.06 0.05 0.000
As -1.24552 0.12346 0.63129 -1.36 -0.51 0.08 0.027
H -3.61059 -1.60423 -0.40947 -0.01 0.01 -0.05 0.000
H 3.82500 -6.22773 -2.98424 0.08 -0.09 -0.07 0.000
H -2.20120 3.94942 2.13057 -0.07 0.04 -0.12 0.000
Ti 1.30063 0.94175 0.45620 -0.06 -0.98 2.46 1.464
C -4.26423 -0.74505 -2.24943 -0.02 -0.07 0.04 0.001
H 1.65988 6.26281 1.17788 0.12 -0.07 -0.07 0.000
H -5.30427 2.49779 4.06256 -0.05 0.04 0.06 0.000
C 0.27564 3.34064 -3.75823 0.05 -0.04 -0.03 0.013
H 3.72226 1.33524 3.86535 -0.02 0.06 0.02 0.002
H -4.19735 -4.82077 -3.54766 -0.06 0.03 -0.08 0.000
C 3.97358 1.52948 -0.65563 0.36 -0.09 -0.44 0.007
C 1.49920 4.28508 3.81569 -0.23 -0.12 -0.50 0.002
C -3.03794 1.15164 -3.03582 0.03 0.05 -0.07 0.000
H -5.35584 2.88120 1.61799 -0.08 0.02 -0.01 0.000
C -3.62601 -4.76341 -2.63336 0.00 -0.01 -0.15 0.000
C -2.60594 -3.83503 -2.51258 0.25 0.27 -0.10 0.000
C 4.05193 1.68586 1.75389 0.00 0.04 0.51 0.004
H -2.89124 1.92987 -3.76986 0.02 0.14 -0.05 0.000
C 0.57356 2.94591 0.62067 -0.19 0.96 0.59 0.013
N 3.25281 1.89679 0.55208 0.44 0.95 -0.17 0.008
C -4.55264 2.05400 3.42745 -0.03 -0.04 -0.01 0.000
As -0.35455 -2.49545 -1.30715 0.39 -0.75 -0.14 0.003
H 4.73123 2.53308 1.93276 -0.02 -0.23 -0.05 0.000
C 3.31068 -4.20084 -2.54379 0.16 0.07 -0.05 0.000
H -3.65581 1.85259 0.17374 -0.11 0.04 0.13 0.000
H 1.53763 -7.06982 -2.55559 0.03 -0.12 0.07 0.000
H -5.07406 -1.45052 -2.35970 -0.07 -0.07 0.00 0.000
H -0.47599 2.84964 0.28311 0.11 0.17 0.03 0.001
H 4.29359 -3.81744 -2.77939 0.06 0.03 -0.03 0.000
C -2.37882 0.06572 -0.98015 0.07 0.03 0.00 0.009
N 2.98598 -0.62973 0.06984 -0.49 -0.37 -0.50 0.008
H -4.68947 -6.36196 -1.68426 -0.12 -0.05 -0.02 0.000
H 1.06190 3.52554 -0.18597 -0.10 0.02 0.08 0.005
C 3.40773 -1.63143 1.04913 0.04 -0.28 0.43 0.004
H 2.29644 -1.03472 -0.56360 0.38 -0.24 0.02 0.003
Ge 0.37151 4.21973 2.14741 -0.26 0.45 -0.07 0.007
H -0.19966 -5.55393 -1.75489 -0.02 -0.08 -0.01 0.000
C -0.09455 -2.46169 0.66670 0.11 -0.13 -0.03 0.001
H 1.34851 3.44405 4.48821 0.02 -0.13 0.04 0.000
H 2.52679 2.39831 3.09193 0.09 -0.06 0.07 0.001
H 0.99133 3.93325 -3.19367 0.03 0.05 0.02 0.001
H -0.03187 6.35899 0.69292 -0.12 -0.02 -0.15 0.000
C -2.20388 1.06488 -1.93445 0.29 0.02 0.27 0.002
C 3.14527 1.51412 2.95754 0.06 -0.05 0.04 0.016
H 0.80678 -1.87405 0.88927 0.03 -0.23 -0.16 0.001
H -1.77085 0.13482 3.60487 -0.08 0.03 0.07 0.000
C 0.63590 6.09451 1.50586 -0.11 -0.52 0.21 0.001
H -2.37928 -3.15968 -3.33372 -0.12 -0.04 0.04 0.000
C -4.59036 2.25910 2.05840 0.00 0.07 0.03 0.000
H -1.50737 3.10390 3.49847 0.04 -0.08 0.08 0.000
H 2.65268 -2.07833 3.04575 0.08 0.00 0.01 0.000
H 0.19364 3.75508 -4.75794 -0.03 0.06 -0.10 0.001
H -2.21993 -2.23032 1.12857 0.15 0.15 0.04 0.000
H -0.69064 3.41606 -3.26797 -0.08 0.02 0.05 0.000
H 4.48656 -1.80321 0.96241 -0.18 -0.01 -0.06 0.000
H 2.49241 -2.26673 -2.14655 0.07 0.00 -0.03 0.000
H 3.42697 1.92368 -1.51720 0.17 -0.01 0.21 0.001
H -1.51887 -4.66319 0.57816 -0.03 0.05 0.03 0.000
C 0.73537 1.87809 -3.84773 -0.12 0.27 -0.58 0.045
C 0.78586 -5.16553 -1.96456 -0.26 0.04 0.15 0.000
C 2.30339 -3.33648 -2.15647 -0.19 0.27 0.18 0.000
S 1.94829 0.16401 2.75289 0.33 -0.16 0.88 0.039
H 4.66029 0.78835 1.62094 0.06 0.10 -0.02 0.000
H 2.96817 2.87696 0.50861 0.10 -0.24 -0.02 0.001
C -3.62882 1.68601 1.24592 0.16 -0.15 -0.34 0.000
C -3.54317 1.28152 3.97897 -0.01 0.02 0.05 0.000
C -2.11954 -4.65361 -0.32240 0.14 0.11 0.25 0.000

---

# 3
23
Properties=species:S:1:pos:R:3:forces:R:3:lowdin_spin:R:1 method="wB97M-V/def2-TZVPD" s_squared=0.761 relative_energy_kcal_mol=53.22 spin_multiplicity=2 charge=+1 orbital_gap_ha="0.238 / 0.096"
H 6.20795 0.47483 -2.29487 -0.16 -0.05 0.64 0.000
O 2.86416 0.04022 0.65038 0.09 -0.30 0.81 0.000
O 5.10519 2.48099 -3.18513 0.02 -0.13 0.12 0.000
H 5.88355 0.12207 -0.80333 -0.19 0.40 0.04 0.000
H 0.60002 -2.23014 0.52335 0.09 0.58 0.58 0.000
N -6.54951 -1.24424 1.72268 4.29 0.35 -0.22 0.721
O 0.78345 1.06904 -0.71450 0.18 -0.26 -0.41 0.000
H -6.76654 0.70017 0.82862 0.19 -0.48 0.83 0.001
H -5.67419 -3.08045 2.06289 -0.30 -0.70 -0.17 0.018
H 4.19779 2.80047 -3.15311 0.09 -0.01 -0.09 0.000
H -0.07706 0.64679 -0.65352 -0.02 0.21 0.10 0.000
H -6.80131 0.50733 2.69034 -0.51 0.40 -0.68 0.009
O 1.43226 -2.32983 0.07778 0.17 -1.21 -1.19 0.000
H 0.78388 1.89049 -0.22367 -0.32 0.21 0.18 0.000
H 3.68799 -0.15200 0.20110 -0.11 0.16 -0.40 0.000
C -6.35660 0.18972 1.72869 -3.10 1.07 0.48 0.099
O 6.44385 -0.09580 -1.54333 0.34 -0.22 -0.68 0.000
H 2.15451 0.28581 0.03747 0.35 0.13 -0.44 0.000
H -4.56878 -1.60700 1.99299 -0.14 0.04 -0.41 0.046
H 5.46070 2.76975 -4.03063 -0.06 0.05 -0.02 0.000
C -5.57462 -2.03117 1.87210 -1.61 -0.21 0.57 0.064
H -5.34353 0.46739 1.93390 1.16 -0.49 -0.39 0.041
H 2.10685 -1.67444 0.27981 -0.44 0.47 0.75 0.000

---

# 4
18
Properties=species:S:1:pos:R:3:forces:R:3:lowdin_spin:R:1 method="wB97M-V/def2-TZVPD" s_squared=6.037 relative_energy_kcal_mol=0.00 spin_multiplicity=5 orbital_gap_ha="0.234 / 0.263"
O -0.02944 0.51883 2.21950 -0.43 0.20 1.99 0.099
C 0.24528 1.97915 -0.99551 0.73 1.70 0.09 0.117
Co -0.00697 0.03028 0.21359 -2.70 -3.03 3.77 2.464
C -0.37126 -1.04336 -1.12854 0.09 -1.43 -3.05 0.329
H -0.77938 -2.40164 2.12887 0.44 -0.33 0.26 0.024
H -0.54350 -2.11847 -1.29609 -0.24 0.76 -0.47 0.031
C -0.42240 1.31007 -2.02570 0.03 0.24 -0.51 0.216
H 0.28968 3.06531 -1.12607 -0.12 0.00 -0.04 0.012
H -1.18257 -0.43890 -2.94101 -0.14 0.29 -0.23 0.014
H 1.43606 2.06693 0.84212 -0.15 0.31 -0.54 0.039
H 0.17363 -3.26256 0.42163 0.02 0.23 0.15 0.008
H -0.74575 1.87531 -2.90784 0.04 -0.09 0.56 0.010
P 0.21649 -2.06867 1.17017 0.51 -0.68 0.58 0.152
C -0.66879 -0.06768 -2.05219 -0.71 -1.48 -1.30 0.137
C 0.87512 1.45161 0.12952 3.13 3.75 -1.51 0.300
H -0.15383 -0.04804 2.99999 -0.03 0.38 -0.05 0.010
H 1.45538 -2.26301 1.83921 -0.39 -0.47 0.37 0.032
H 0.21226 1.41484 2.50837 -0.07 -0.36 -0.07 0.007

---

# 5
11
Properties=species:S:1:pos:R:3:forces:R:3:mulliken_charge:R:1 method="wB97M-V/def2-TZVPD" relative_energy_kcal_mol=70.30 orbital_gap_ha="0.300 / 0.300"
H 0.25493 1.89977 -0.83393 -0.13 -0.08 0.04 0.377
C -1.08534 -2.09408 0.28635 0.37 0.43 0.07 -0.311
N 1.78870 -0.09258 -0.16393 0.04 -0.10 0.14 -0.546
H -1.97774 2.06913 -0.56304 0.01 -0.09 0.04 0.251
C -0.36662 1.09887 -0.41317 -0.18 -0.06 0.03 -0.068
C 0.38182 -0.11611 -0.06232 -0.23 -0.15 0.10 0.154
H 2.19235 -1.01494 -0.05455 -0.05 0.10 -0.02 0.263
H 2.22076 0.54380 0.49803 -0.04 -0.06 -0.10 0.227
N -0.27681 -1.16175 0.26164 -0.20 -0.17 -0.10 0.033
N -1.62584 1.16963 -0.23631 0.35 0.16 -0.12 -0.579
H -1.50621 -2.30174 1.28123 0.06 0.00 -0.09 0.199

---

# 6
15
Properties=species:S:1:pos:R:3:forces:R:3:mulliken_charge:R:1 method="wB97M-V/def2-TZVPD" relative_energy_kcal_mol=154.36 orbital_gap_ha=0.199
C 1.20998 1.06927 -0.57774 -0.77 1.90 0.73 -1.017
H -1.09364 0.93068 0.36368 -1.24 -0.72 0.26 -0.657
C 0.73320 -0.16975 -0.14648 0.21 -1.21 -0.56 0.796
H -0.94258 1.88577 0.54746 1.60 0.46 -0.58 0.533
H 0.75207 1.67622 -1.34879 0.02 -0.60 -0.45 0.313
H -0.55056 -0.63118 -1.86360 -0.54 0.88 0.09 0.346
H 2.12365 -0.25913 1.34778 0.19 -0.34 0.10 0.237
C 1.31442 -0.82760 0.89645 0.82 1.32 -0.06 -0.946
H 2.04170 1.58287 -0.11037 -0.03 -0.24 0.33 0.288
H 1.13332 -1.78689 1.35515 -0.60 -0.09 -0.36 0.320
H -1.60922 -0.74532 1.06784 -0.13 0.03 0.01 0.308
C -1.58336 -0.17267 0.14536 -0.96 -0.19 -0.20 -0.564
H -2.58559 -0.04113 -0.25641 0.02 0.26 0.07 0.346
H -0.39593 -1.79538 -0.64197 -0.66 -0.05 0.05 0.286
C -0.54746 -0.71576 -0.77835 2.06 -1.40 0.57 -0.589